(1)
ORCA calculation (the ωB97M-V functional and the def2-TZVPD basis) on an isolated molecule of C10H14N2O2S.

Structure (XYZ):
```
29
Properties=species:S:1:pos:R:3
C -2.96515 2.53618 1.01063
C -1.64326 1.82531 1.02633
S -1.16612 0.96405 -0.33341
O -1.49876 1.54701 -1.61698
N -1.84363 -0.95070 -0.78929
C -1.54393 -1.89010 0.09614
C -1.87628 -3.23368 -0.56353
O -1.28780 -1.60922 1.26515
C 0.47094 0.49654 -0.31166
C 1.00318 0.08005 0.88526
C 2.33251 -0.15155 1.05363
C 3.24126 0.16062 0.04180
N 4.55623 -0.00160 0.23280
C 2.70422 0.64742 -1.15771
C 1.34030 0.80202 -1.37064
H -3.24826 2.67669 -0.12204
H -2.94894 3.51039 1.48308
H -3.85523 1.87599 1.28574
H -1.53882 1.22364 1.93108
H -1.86743 -1.21948 -1.75777
H -1.25251 -3.21365 -1.50185
H -2.87731 -3.19049 -0.84275
H -1.58866 -4.07156 0.05947
H 0.28572 0.07415 1.73107
H 2.80103 -0.60313 2.04829
H 4.85823 -0.74391 0.89531
H 5.17385 0.19554 -0.51666
H 3.42014 0.89775 -2.05570
H 0.81452 1.36571 -2.10582
```

Calculated values
2S+1 ... 1
SMILES ... CC=[S@](=O)(NC(C)=O)c1ccc(N)cc1
Relative energy (zero: lowest compared OMol25 entry of this formula, charge and spin) ... 105.5 kcal per mole

---

(2)
ORCA calculation (the ωB97M-V functional and the def2-TZVPD basis) on C22H41BrIrNP3S as an isolated structure.

Structure (XYZ):
```
70
Properties=species:S:1:pos:R:3
Ir 0.05971 -0.81548 -0.10124
P -1.43842 -1.76908 1.40995
P 1.39344 -2.58653 -0.84804
P -1.36112 -0.97340 -1.72422
H -0.73548 5.77675 -0.92305
C -1.44979 4.93765 -0.98135
C -2.34272 5.09101 0.20656
H -1.97992 5.76023 0.98924
C -1.13523 -1.48221 3.19325
C -1.55113 -3.58989 1.26297
C -3.15286 -1.15811 1.29891
C 2.68794 -1.88096 -1.90412
C 2.31627 -3.51005 0.41932
C 0.71113 -3.95430 -1.83865
C -2.61105 0.34372 -1.71098
C -2.39807 -2.46015 -2.00587
C -0.51669 -0.74539 -3.32762
H -2.00143 4.93913 -1.93550
H -3.35405 5.39110 -0.04825
H -0.85037 -0.43669 3.36034
H -0.34582 -2.13612 3.57862
H -2.05915 -1.68603 3.75186
H -0.55536 -4.04753 1.30845
H -2.03881 -3.88681 0.32785
H -2.14798 -3.96436 2.10469
H -3.14850 -0.06525 1.41369
H -3.74054 -1.58295 2.12576
H -3.64917 -1.41792 0.35873
H 3.31538 -2.67542 -2.32197
H 3.32211 -1.20400 -1.33370
H 2.25331 -1.31061 -2.72380
H 2.78508 -4.39936 -0.01393
H 1.66229 -3.84174 1.22837
H 3.10423 -2.90224 0.86865
H 1.50893 -4.67800 -2.04704
H 0.30418 -3.63598 -2.79803
H -0.07409 -4.48557 -1.29799
H -3.28323 0.20310 -2.57668
H -2.09745 1.30318 -1.79591
H -3.20196 0.33417 -0.79217
H -2.96463 -2.30960 -2.93714
H -3.11481 -2.60554 -1.19153
H -1.78850 -3.36351 -2.11386
H -1.27152 -0.48473 -4.08423
H 0.00438 -1.66081 -3.63473
H 0.20510 0.07662 -3.24427
C -0.58798 3.22260 0.55217
C -0.24374 3.09380 -0.80418
C 1.07206 3.34656 -1.22921
C 1.95154 3.97885 -0.35326
C 1.58847 4.12920 0.99346
C 0.33764 3.67877 1.46175
S -2.41503 3.40661 0.92605
H -3.17293 3.03527 -0.17307
H -0.94879 2.66279 -1.49794
H 1.33303 3.14664 -2.27749
H 2.89819 4.40481 -0.69093
H 2.29636 4.61252 1.65997
H 0.08972 3.76209 2.51780
Br 4.74123 2.50223 0.78146
C 3.56438 1.17689 1.46860
C 3.80245 0.64317 2.73061
C 2.95538 -0.38871 3.14330
C 1.94518 -0.84707 2.31465
N 1.65436 -0.23323 1.15884
C 2.50174 0.71907 0.67228
H 4.58886 1.04627 3.34995
H 3.09088 -0.87223 4.11444
H 1.34576 -1.73758 2.57591
H 2.33760 1.06033 -0.34650
```

Calculated values
2S+1 ... 6
Net charge ... +4
Relative energy (zero: lowest compared OMol25 entry of this formula, charge and spin) ... 33.4 kcal per mole

---

(3)
ORCA calculation (the ωB97M-V functional and the def2-TZVPD basis) on C20H19CoF4N5O5P as an isolated structure.

Structure (XYZ):
```
55
Properties=species:S:1:pos:R:3
Co 0.20062 -0.20975 0.20079
N -1.43035 -1.33219 -1.04241
C -0.79243 -2.30400 -1.87782
C 0.82383 -2.32069 -1.60323
O 1.47765 -3.00414 -2.34866
O 1.13943 -1.60584 -0.62052
H -2.10414 -1.74979 -0.41072
H -1.89451 -0.61258 -1.58650
H -0.89924 -2.08030 -2.93750
H -1.10370 -3.32924 -1.68110
F 3.15023 5.56169 -1.97147
C 3.68223 4.59393 -1.25669
C 4.92075 4.77612 -0.71837
F 5.54879 5.89975 -0.95467
C 5.54708 3.79060 0.11547
C 4.78806 2.58805 0.31341
C 3.57096 2.40795 -0.24835
F 2.98915 1.21635 -0.08984
C 2.91803 3.41025 -1.03000
C 1.60836 3.26892 -1.53419
C 0.74862 2.28087 -1.04330
N 0.03327 1.45968 -0.63782
C 1.04451 4.15318 -2.49711
N 0.53693 4.84305 -3.26350
F 5.28404 1.61756 1.05303
C 6.80474 3.97515 0.67232
C 7.58515 5.14760 0.48639
N 8.24656 6.08496 0.39719
C 7.42579 3.01224 1.51539
N 7.93586 2.25930 2.21945
C -2.67648 -0.73049 4.66723
C -1.42987 -1.58366 4.63929
O -0.31792 -0.94226 3.96232
P -0.21468 -0.36847 2.49550
O -0.59486 1.17064 2.48153
C -0.33858 2.13523 3.55354
C -1.61151 2.87543 3.88812
O 1.39626 -0.31195 2.37159
C 2.33812 -1.27283 2.93904
C 2.92246 -0.73388 4.22819
H -3.49041 -1.29236 5.12150
H -2.97271 -0.44261 3.65576
H -2.51347 0.17094 5.25558
H -1.61724 -2.55170 4.17214
H -1.05117 -1.76893 5.64305
H 0.41735 2.82157 3.17197
H 0.07000 1.61056 4.41734
H -2.06340 3.28756 2.98705
H -1.37841 3.70207 4.55841
H -2.33564 2.22933 4.37875
H 3.10732 -1.40355 2.18027
H 1.83364 -2.22275 3.11711
H 3.32398 0.26702 4.07952
H 3.73388 -1.38604 4.55037
H 2.16986 -0.70238 5.01353
```

Calculated values
2S+1 ... 5
Energy ... -96501.7671 eV
Net charge ... +2

---

(4)
ORCA calculation (the ωB97M-V functional and the def2-TZVPD basis) on an isolated molecule of C3H2FN.

Structure (XYZ):
```
7
Properties=species:S:1:pos:R:3
C -0.44032 -0.42346 0.27229
C 1.78918 0.67488 -0.09766
C -1.53839 0.40486 -0.06879
N 0.71210 0.14066 -0.00788
F -2.78561 -0.16751 -0.07418
H -0.47052 -1.52878 0.51577
H 2.73356 0.89934 -0.53955
```

Calculated values
2S+1 ... 1
Relative energy (zero: lowest compared OMol25 entry of this formula, charge and spin) ... 98.6 kcal per mole

---

(5)
ORCA calculation (the ωB97M-V functional and the def2-TZVPD basis) on C14H25N5O6PtS as an isolated structure.

Structure (XYZ):
```
52
Properties=species:S:1:pos:R:3
O -0.18875 0.24870 -4.48858
H -1.19255 0.02811 -4.70895
Pt 0.07008 -0.11713 -0.88300
N 0.28743 1.38650 0.40166
N 1.63184 0.97073 -1.73735
N -1.04674 -1.15831 0.37411
N -0.23161 -1.93161 -1.91395
O -0.40804 1.57370 1.46383
O -1.53493 -0.71976 1.54860
O 0.31220 -2.33112 -2.98604
O 2.34774 0.50618 -2.63786
C 1.84645 2.18962 -1.11591
C 1.12751 2.39971 0.06017
C -1.48311 -2.37241 0.01838
C -0.95699 -2.84010 -1.18930
C 1.23554 3.55607 0.97173
H 1.61899 3.24777 1.94577
H 0.27122 4.03764 1.15270
H 1.92149 4.31137 0.57243
C 2.90193 3.03636 -1.71422
H 2.85992 3.03383 -2.81473
H 3.90293 2.67995 -1.42229
H 2.80562 4.06080 -1.36095
C -2.41626 -3.11661 0.91003
C -1.21010 -4.14991 -1.85460
H -3.33739 -2.52904 1.09413
H -1.94214 -3.33729 1.88726
H -2.70830 -4.08673 0.45109
H -0.57239 -4.27273 -2.74512
H -2.26506 -4.24598 -2.16205
H -1.00962 -4.97413 -1.16210
H -1.15439 0.24016 1.57222
H -0.26716 -0.59886 -3.80326
C -1.17843 0.92171 -1.69710
H -0.87956 2.00500 -1.82866
H -1.97088 0.13401 -1.18509
H -1.90016 0.86541 -2.62031
O -4.16140 2.39809 -1.76319
H -4.87003 1.78795 -1.46284
H -3.89946 2.87977 -0.95878
S 2.26580 -1.25335 0.32424
C 1.93823 -0.83319 1.96054
N 1.06255 -1.62517 2.65035
C 0.54165 -1.25992 3.86064
C 0.97031 -0.08898 4.45159
C 1.92088 0.70599 3.81137
C 2.41877 0.32368 2.57325
H 0.76859 -2.49739 2.20998
H -0.19587 -1.93581 4.26641
H 0.53849 0.20392 5.41108
H 2.26337 1.63558 4.26440
H 3.15181 0.90724 2.00830
```

Calculated values
2S+1 ... 3
Relative energy (zero: lowest compared OMol25 entry of this formula, charge and spin) ... 112.2 kcal per mole

---

(6)
ORCA calculation (the ωB97M-V functional and the def2-TZVPD basis) on a 2-piece molecular cluster, C2H2S3 overall.

Structure (XYZ):
```
7
Properties=species:S:1:pos:R:3
C 1.36741 -1.02610 -0.08827
C -1.13507 0.07057 0.01588
S 2.14359 -1.38042 1.20423
S -2.56196 -0.56289 0.13506
S -0.18514 1.40989 -0.11361
H 1.38894 -0.85581 -1.18645
H -1.01777 2.34477 0.03316
```

Calculated values
2S+1 ... 1
Relative energy (zero: lowest compared OMol25 entry of this formula, charge and spin) ... 96.5 kcal per mole

---

(7)
ORCA calculation (the ωB97M-V functional and the def2-TZVPD basis) on a 2-piece molecular cluster, C13H18F3NO4PS overall.

Structure (XYZ):
```
41
Properties=species:S:1:pos:R:3
C -1.35472 3.13508 4.49437
C -0.16753 2.72234 5.56202
S 1.52676 2.48108 4.77366
C 1.73633 0.70501 4.14755
C 1.64074 0.56742 2.51628
C 0.68975 1.42746 1.72944
C 0.57952 1.25078 0.10144
O -0.57424 1.54495 -0.50890
C 1.95316 0.75426 -0.71353
P 2.10164 1.35107 -2.52682
N 3.37805 0.76883 -3.33385
C 2.92802 -0.10507 0.01620
C 2.55109 -0.49126 1.59915
O 2.93077 -1.64308 2.16070
H -2.35747 3.47822 4.99183
H -0.89386 3.94845 3.75260
H -1.53102 2.17522 3.80848
H -0.55064 1.78875 6.17054
H -0.10327 3.62973 6.33425
H 0.86006 0.07570 4.64844
H 2.73741 0.21046 4.55020
H 0.00761 2.24320 2.22808
H 2.07482 2.81901 -2.47275
H 0.87100 0.90874 -3.19695
H 3.90987 0.16783 -2.66687
H 3.89366 -0.49422 -0.52202
C -0.94441 -1.80327 -1.80304
C -1.46647 -0.97057 -2.95774
O -1.50660 -1.68243 -4.19069
C -2.65148 -2.53430 -4.47662
O -3.78736 -1.85448 -4.34002
C -2.63392 -3.90425 -3.68961
F -1.36771 -4.40784 -3.61890
F -3.36798 -4.86009 -4.32898
F -3.09637 -3.84333 -2.41747
H -0.12270 -2.45376 -2.11831
H -0.59458 -1.15386 -0.99426
H -1.72963 -2.43409 -1.38374
H -0.75062 -0.15644 -3.12057
H -2.41777 -0.49010 -2.71061
H -2.39991 -2.87116 -5.49298
```

Calculated values
2S+1 ... 1
Energy ... -51721.3797 eV
Net charge ... -1

---

(8)
ORCA calculation (the ωB97M-V functional and the def2-TZVPD basis) on a 3-piece molecular cluster, C3H14N5 overall.

Structure (XYZ):
```
22
Properties=species:S:1:pos:R:3
C 1.49747 -0.36478 -1.22675
C -2.52581 -0.88153 -0.03033
C 0.78967 -0.33502 0.13279
N -3.75031 -1.37333 -0.02503
N -2.15841 0.22190 -0.54897
N 0.55815 -1.43275 0.74131
N 0.35158 0.87861 0.50013
N 2.98373 1.90077 1.05317
H 1.77780 0.59671 -1.55376
H 0.72946 -0.61222 -1.91341
H 2.16602 -1.21288 -1.20808
H -4.43068 -1.11526 -0.72704
H -4.04359 -2.31899 0.34980
H -1.17494 0.60183 -0.28095
H -2.68860 0.87349 -1.17011
H 1.01026 -2.24454 0.35120
H -1.88989 -1.30648 0.71193
H 0.91031 1.62292 0.21104
H -0.10202 1.00729 1.46333
H 3.15170 0.90973 0.86179
H 3.38971 2.44281 0.28376
H 3.44839 2.14171 2.02418
```

Calculated values
2S+1 ... 1
Net charge ... +1
Relative energy (zero: lowest compared OMol25 entry of this formula, charge and spin) ... 33.3 kcal per mole

---

(9)
ORCA calculation (the ωB97M-V functional and the def2-TZVPD basis) on a 12-piece molecular cluster, H24O12 overall.

Structure (XYZ):
```
36
Properties=species:S:1:pos:R:3
O -11.91679 13.76754 10.97725
H -11.77365 14.64714 11.38286
H -11.16565 13.25277 11.31385
O -8.43738 12.86795 17.36274
H -8.97386 13.23172 18.04688
H -8.06007 12.10598 17.76242
O -10.18397 12.39388 12.38526
H -9.41899 11.90734 12.04559
H -10.75118 11.77872 12.84555
O -8.32167 15.91616 14.71100
H -7.95344 16.48267 13.99470
H -8.37323 15.07541 14.27587
O -8.86470 13.28542 14.41493
H -9.32941 12.94151 13.65685
H -9.44329 13.38147 15.13419
O -8.94358 15.13406 11.27679
H -9.17153 15.85046 10.67271
H -9.63235 15.27157 11.92686
O -9.48556 10.77909 14.96716
H -9.07988 11.63515 14.84212
H -9.42275 10.35682 14.12323
O -7.82950 11.23374 12.03176
H -7.73541 10.38280 12.44819
H -7.03806 11.57739 12.42803
O -6.47304 14.56968 16.40590
H -7.05304 15.24396 16.12748
H -7.18495 14.08593 16.88629
O -10.78049 14.47430 16.11889
H -10.05391 14.76062 16.59404
H -11.49094 15.09767 16.33028
O -6.08973 11.85271 15.50756
H -6.68184 12.47982 15.88991
H -5.31648 11.99444 16.06602
O -10.92295 15.39075 13.18370
H -10.49906 15.61458 13.99077
H -11.35170 16.21099 12.91497
```

Calculated values
2S+1 ... 1
SMILES ... O.O.O.O.O.O.O.O.O.O.O.O
Relative energy (zero: lowest compared OMol25 entry of this formula, charge and spin) ... 47.4 kcal per mole

---

(10)
ORCA calculation (the ωB97M-V functional and the def2-TZVPD basis) on a 2-piece molecular cluster, C13H30O4P overall.

Structure (XYZ):
```
48
Properties=species:S:1:pos:R:3
C 3.36057 -4.16570 1.03710
O 4.34153 -3.44148 0.31947
C 3.82514 -2.75056 -0.80510
C 2.74866 -1.71411 -0.46813
C 2.85725 -0.42711 -1.28455
C 2.00752 0.69793 -0.70569
C 1.88664 1.89473 -1.64277
C 1.19575 3.13021 -1.05711
C -0.26587 2.90910 -0.64138
C -0.45740 2.44381 0.80752
C -1.81362 1.80775 1.11706
C -2.10946 0.52717 0.31870
C -2.88630 0.72594 -0.99534
P -4.59827 -0.17665 -1.04452
H 2.59573 -4.57638 0.36823
H 3.86697 -4.99267 1.53538
H 2.86029 -3.54984 1.78925
H 3.44133 -3.48637 -1.52745
H 4.68615 -2.25904 -1.26260
H 2.82079 -1.47030 0.59553
H 1.75324 -2.14005 -0.61880
H 3.90741 -0.11610 -1.33021
H 2.54079 -0.61285 -2.31800
H 1.01127 0.30881 -0.48221
H 2.43728 1.01495 0.25081
H 2.88925 2.17130 -1.99095
H 1.32351 1.58089 -2.53015
H 1.76824 3.50309 -0.19858
H 1.23654 3.91768 -1.81601
H -0.81689 3.84729 -0.76281
H -0.72846 2.19829 -1.33224
H 0.32730 1.73392 1.08050
H -0.31531 3.31009 1.46444
H -1.85654 1.57094 2.18238
H -2.61504 2.53561 0.94258
H -2.67922 -0.15081 0.96434
H -1.16162 0.01334 0.12559
H -3.09240 1.79192 -1.15056
H -2.31485 0.38776 -1.86819
H -5.29047 1.06406 -0.97451
H -4.29417 -0.72126 -2.33199
H -4.33586 -0.87058 0.16704
H -5.91509 -0.84500 -1.15056
C -3.21112 -1.24577 3.21642
O -3.28167 -0.11983 3.74628
O -2.07554 -2.01057 3.61920
O -3.93429 -1.81344 2.39063
H -1.63968 -1.43007 4.25200
```

Calculated values
2S+1 ... 1
Energy ... -31445.5826 eV
Net charge ... -1

---

(11)
ORCA calculation (the ωB97M-V functional and the def2-TZVPD basis) on an isolated molecule of C5H10O.

Structure (XYZ):
```
16
Properties=species:S:1:pos:R:3
C -1.56794 -0.06935 1.44641
C -0.99114 -0.41424 0.08925
O -1.47624 -1.29785 -0.58580
C 0.24444 0.36143 -0.37114
C 0.50627 0.10999 -1.85454
C 1.43544 -0.00643 0.53545
H -0.88230 -0.38782 2.24015
H -1.71139 1.01123 1.55214
H -2.51970 -0.58853 1.57263
H 0.03965 1.43035 -0.21631
H -0.21894 0.65538 -2.46745
H 0.39500 -0.95162 -2.08987
H 1.51032 0.43709 -2.14316
H 1.51970 -1.09069 0.67366
H 1.34348 0.45509 1.52478
H 2.37336 0.34597 0.09381
```

Calculated values
2S+1 ... 1
SMILES ... CC(=O)C(C)C
Relative energy (zero: lowest compared OMol25 entry of this formula, charge and spin) ... 1.2 kcal per mole

---

(12)
ORCA calculation (the ωB97M-V functional and the def2-TZVPD basis) on an isolated molecule of C7H12N2O2S2.

Structure (XYZ):
```
25
Properties=species:S:1:pos:R:3
C -2.79737 -1.77733 -0.39561
C -1.50337 -1.31145 0.26556
C -1.33063 0.19534 0.20852
C -0.91799 0.75403 -1.13500
S -0.04815 0.67660 1.42360
O -0.33050 0.05654 2.68777
O 0.11829 2.10411 1.39005
C 1.46391 -0.06028 0.82773
S 1.84778 -1.67815 1.22661
N 3.26397 -1.58070 0.37985
N 3.46095 -0.45588 -0.14584
C 2.49263 0.45738 0.06383
C 2.59123 1.82881 -0.49128
H -2.80592 -1.52387 -1.45264
H -2.89492 -2.85555 -0.30270
H -3.65764 -1.31271 0.07952
H -0.65536 -1.79622 -0.22518
H -1.50399 -1.61005 1.31632
H -2.22071 0.70071 0.58685
H -1.72780 0.66983 -1.85605
H -0.05316 0.21884 -1.52357
H -0.65940 1.80456 -1.02408
H 1.87832 2.47950 0.00693
H 3.60265 2.20187 -0.34982
H 2.38719 1.81407 -1.56137
```

Calculated values
2S+1 ... 1
SMILES ... CC[C@H](C)S(=O)(=O)c1snnc1C
Relative energy (zero: lowest compared OMol25 entry of this formula, charge and spin) ... 28.8 kcal per mole